Entry 1:
DFT (ωB97M-V/def2-TZVPD) results for the molecule C4H9BrOSi.

Geometry as XYZ:
```
16
Properties=species:S:1:pos:R:3:nbo_charge:R:1
C 1.936 0.406 0.858 -0.595
C 0.337 0.291 0.488 -0.348
C 0.271 1.090 -0.839 -0.631
C -0.235 -1.062 0.513 0.249
O 0.292 -1.982 1.021 -0.497
Si -1.854 -1.460 -0.453 1.047
Br -3.662 0.561 0.260 -0.502
H 2.206 0.929 1.717 0.221
H 2.391 -0.537 0.945 0.219
H 2.335 0.757 -0.113 0.209
H -0.298 0.770 1.259 0.256
H 0.457 0.441 -1.671 0.209
H 0.902 2.006 -0.795 0.234
H -0.693 1.592 -1.086 0.234
H -2.428 -2.735 -0.201 -0.163
H -1.957 -1.066 -1.904 -0.142
```

**E_tot**: -3096.50122 hartree
**HOMO**: -0.3543 Ha
**SMILES**: CC(C)C(=O)[SiH2]Br
**Energy above the lowest of the compared OMol25 structures with the same formula, charge and spin**: 192.1 kJ/mol
**HOMO-LUMO gap**: 8.6 eV

***

Entry 2:
DFT (ωB97M-V/def2-TZVPD) results for a structure of composition C28H32N7OSV.

Geometry as XYZ:
```
70
Properties=species:S:1:pos:R:3:lowdin_spin:R:1
V -1.136 -0.855 1.075 1.063
C 0.145 2.606 3.190 0.000
C -0.101 1.227 2.680 0.001
N -0.733 0.962 1.570 -0.007
N -1.284 1.954 0.823 0.000
C -2.178 1.421 0.029 0.004
O -2.417 0.139 0.128 0.012
C -2.889 2.261 -0.938 0.000
C -2.595 3.623 -1.029 0.000
C -3.243 4.405 -1.966 0.000
C -4.185 3.839 -2.817 0.000
C -4.486 2.488 -2.723 0.000
C -3.841 1.700 -1.786 0.000
C 0.237 0.023 3.393 -0.004
C 0.947 -0.026 4.592 0.001
C 1.138 -1.240 5.214 -0.006
C 0.609 -2.388 4.626 0.001
C -0.072 -2.281 3.434 -0.002
N -0.249 -1.104 2.803 0.004
H -0.326 3.321 2.523 0.000
H 1.217 2.811 3.234 0.000
H -0.264 2.727 4.194 0.000
H -1.863 4.048 -0.357 0.000
H -3.018 5.461 -2.037 0.000
H -4.691 4.457 -3.546 0.000
H -5.226 2.053 -3.382 0.000
H -4.086 0.650 -1.696 0.000
H 1.332 0.892 5.014 0.000
H 1.692 -1.304 6.141 0.000
H 0.725 -3.356 5.091 0.000
H -0.484 -3.153 2.947 0.000
C 2.121 2.682 -0.774 0.000
N 2.586 1.893 -1.891 0.000
C 3.918 2.277 -2.321 0.000
C 2.360 0.463 -1.755 0.000
C 2.988 -0.162 -0.521 -0.002
C 4.374 -0.208 -0.419 0.000
C 5.006 -0.685 0.718 -0.002
C 4.256 -1.126 1.795 0.000
C 2.876 -1.136 1.709 -0.002
C 2.233 -0.682 0.556 -0.007
H 2.286 3.737 -0.996 0.000
H 2.639 2.451 0.172 0.000
H 1.054 2.532 -0.640 0.000
H 3.873 3.295 -2.711 0.000
H 4.248 1.619 -3.125 0.000
H 4.669 2.257 -1.517 0.000
H 2.774 -0.013 -2.646 0.000
H 1.284 0.284 -1.761 0.000
H 4.971 0.119 -1.261 0.000
H 6.086 -0.722 0.762 0.000
H 4.743 -1.494 2.688 0.000
H 2.292 -1.537 2.528 0.000
S -2.584 -2.811 1.217 0.009
C -2.490 -3.150 -0.469 0.006
N -3.025 -2.326 -1.360 0.007
C -2.889 -2.521 -2.802 0.001
C -1.612 -3.304 -3.073 0.000
C -1.673 -4.601 -2.283 0.000
N -1.942 -4.288 -0.878 0.001
H -3.322 -1.431 -1.002 0.000
H -2.862 -1.546 -3.285 0.000
H -3.756 -3.069 -3.178 0.000
H -0.761 -2.717 -2.728 0.000
H -1.500 -3.507 -4.136 0.000
H -0.726 -5.134 -2.343 0.000
H -2.460 -5.251 -2.674 0.000
H -1.583 -4.897 -0.163 0.000
N 0.060 -1.660 -0.262 -0.041
C 0.817 -0.995 0.408 -0.035
```

**E_tot**: -2886.76613 hartree
**HOMO (spin up / spin down)**: -0.3856 / -0.3738 Ha
**Net charge**: +1
**Energy above the lowest of the compared OMol25 structures with the same formula, charge and spin**: 0.0 kJ/mol
**Multiplicity**: 2
**Expectation value of S²**: 0.78
**HOMO-LUMO gap (spin up / spin down)**: 6.9 / 6.5 eV

***

Entry 3:
DFT (ωB97M-V/def2-TZVPD) results for a structure of composition C24H33HgN9O6Se.

Geometry as XYZ:
```
74
Properties=species:S:1:pos:R:3:lowdin_spin:R:1
Hg -0.638 1.664 0.380 0.015
C -0.226 -2.245 2.487 0.000
N -0.835 -2.321 1.167 0.000
C -1.746 -3.464 1.149 0.000
C -2.745 -3.462 0.039 0.000
N -3.264 -2.425 -0.524 0.000
C -4.169 -2.916 -1.457 0.000
C -5.020 -2.241 -2.328 0.000
C -5.754 -3.005 -3.220 0.000
C -5.692 -4.405 -3.228 0.000
C -4.899 -5.093 -2.327 0.000
C -4.140 -4.319 -1.456 0.000
N -3.218 -4.645 -0.484 0.000
C 0.483 -0.981 2.886 0.000
N 0.165 0.256 2.654 0.004
C 1.036 1.026 3.407 0.001
C 1.106 2.410 3.548 0.002
C 2.098 2.915 4.366 -0.001
C 3.008 2.076 5.028 0.001
C 2.950 0.700 4.895 0.000
C 1.945 0.200 4.076 0.001
N 1.575 -1.077 3.715 0.000
H 0.504 -3.053 2.589 0.000
H -1.009 -2.428 3.239 0.000
H -1.353 -1.463 0.978 0.000
H -2.307 -3.533 2.094 0.000
H -1.146 -4.376 1.068 0.000
H -5.142 -1.166 -2.232 0.000
H -6.416 -2.511 -3.922 0.000
H -6.285 -4.967 -3.940 0.000
H -4.894 -6.176 -2.284 0.000
H -2.972 -5.571 -0.190 0.000
H 0.406 3.055 3.032 0.000
H 2.184 3.986 4.492 0.000
H 3.774 2.514 5.657 0.000
H 3.658 0.053 5.399 0.000
H 2.048 -1.925 3.965 0.000
C 3.981 0.338 0.890 0.026
C 2.698 0.949 0.370 0.144
N 1.791 0.245 -0.344 0.168
O 2.136 -1.167 -0.427 0.011
C 2.457 2.318 0.588 -0.003
C 3.561 3.218 1.086 0.000
N 1.229 2.853 0.338 0.324
O 1.089 4.156 0.277 0.256
H 4.012 -0.717 0.628 -0.001
H 4.045 0.435 1.978 0.008
H 4.857 0.835 0.463 0.008
H 1.285 -1.582 -0.231 0.002
H 4.383 3.301 0.363 -0.002
H 3.979 2.855 2.033 0.001
H 3.135 4.208 1.235 -0.001
O -3.600 3.565 1.611 0.000
Se -3.375 2.365 0.560 0.000
O -2.291 2.810 -0.646 -0.004
O -2.558 1.084 1.300 0.008
O -4.759 1.864 -0.108 0.000
N 2.247 1.357 -3.934 0.001
C 1.178 0.315 -4.148 0.002
C 0.399 0.270 -2.839 0.002
N -0.134 1.559 -2.455 -0.001
C 0.828 2.637 -2.459 0.006
C 1.615 2.713 -3.762 0.006
H 2.944 1.346 -4.671 0.002
H 2.692 1.125 -3.035 0.002
H 1.652 -0.644 -4.357 0.000
H 0.565 0.621 -4.996 0.001
H 1.088 -0.040 -2.043 0.001
H -0.400 -0.463 -2.900 0.000
H -1.031 1.782 -2.857 0.000
H 1.540 2.465 -1.640 0.003
H 0.328 3.581 -2.247 0.001
H 2.395 3.472 -3.713 0.002
H 0.972 2.887 -4.625 0.001
```

**E_tot**: -4433.20859 hartree
**HOMO (spin up / spin down)**: -0.0615 / -0.1188 Ha
**Net charge**: -1
**Energy above the lowest of the compared OMol25 structures with the same formula, charge and spin**: 225.6 kJ/mol
**Multiplicity**: 2
**Expectation value of S²**: 0.78
**HOMO-LUMO gap (spin up / spin down)**: 3.2 / 4.6 eV

***

Entry 4:
DFT (ωB97M-V/def2-TZVPD) results for the ion C5H6IN2O2 with charge -1.

Geometry as XYZ:
```
16
Properties=species:S:1:pos:R:3:nbo_charge:R:1
C -0.640 1.111 0.815 -0.447
N -0.554 0.960 -0.642 -0.289
C -1.725 1.545 -1.330 0.537
O -2.208 2.612 -0.941 -0.713
C -2.041 0.682 -2.345 -0.509
I -3.460 1.145 -3.844 0.051
C -1.357 -0.644 -2.151 0.624
O -1.340 -1.723 -2.733 -0.690
N -0.555 -0.414 -1.022 -0.333
C 0.553 -1.259 -0.799 -0.417
H -1.155 0.381 1.363 0.186
H 0.346 1.305 1.129 0.186
H -0.942 2.217 0.995 0.235
H 0.528 -1.962 -0.054 0.176
H 0.774 -1.898 -1.699 0.226
H 1.645 -0.806 -0.718 0.177
```

**E_tot**: -751.82665 hartree
**HOMO**: -0.1356 Ha
**SMILES**: Cn1c([O-])c(I)c(=O)n1C
**Net charge**: -1
**Energy above the lowest of the compared OMol25 structures with the same formula, charge and spin**: 0.0 kJ/mol
**HOMO-LUMO gap**: 6.8 eV

***

Entry 5:
DFT (ωB97M-V/def2-TZVPD) results for a cluster of 2 separate species, C4H10O2 in total.

Geometry as XYZ:
```
16
Properties=species:S:1:pos:R:3:nbo_charge:R:1
C 1.361 0.886 -1.326 -0.623
C -0.007 0.202 -1.197 -0.401
C -0.811 0.854 -0.066 -0.522
C -1.596 -0.080 0.832 0.459
O -2.503 0.275 1.532 -0.518
H 1.502 1.811 -0.781 0.214
H 1.631 0.915 -2.384 0.211
H 2.154 0.223 -0.969 0.222
H 0.076 -0.878 -1.058 0.186
H -0.551 0.277 -2.135 0.208
H -1.536 1.618 -0.363 0.235
H -0.148 1.392 0.604 0.236
H -1.186 -1.115 0.866 0.091
O 2.481 -1.734 0.444 -0.930
H 2.656 -2.627 0.774 0.469
H 1.915 -1.950 -0.310 0.462
```

**E_tot**: -308.85436 hartree
**HOMO**: -0.3575 Ha
**SMILES**: CCCC=O.O
**Energy above the lowest of the compared OMol25 structures with the same formula, charge and spin**: 115.0 kJ/mol
**HOMO-LUMO gap**: 10.4 eV

***

Entry 6:
DFT (ωB97M-V/def2-TZVPD) results for a cluster of 2 separate species, C8H9Br in total.

Geometry as XYZ:
```
18
Properties=species:S:1:pos:R:3:nbo_charge:R:1
Br 3.170 2.038 0.236 -0.604
C 2.184 -0.842 -1.123 -0.732
C 1.406 -0.715 0.134 0.172
C 0.107 -0.229 0.246 -0.191
C -0.565 -0.188 1.530 -0.088
C -1.873 0.282 1.596 -0.234
C -2.546 0.720 0.442 -0.123
C -1.912 0.644 -0.803 -0.220
C -0.626 0.185 -0.925 -0.107
H 3.118 -1.326 -0.804 0.240
H 1.721 -1.486 -1.883 0.231
H 2.459 0.135 -1.551 0.303
H 1.934 -1.015 1.031 0.218
H -0.040 -0.590 2.408 0.227
H -2.384 0.281 2.551 0.227
H -3.558 1.097 0.522 0.226
H -2.458 0.939 -1.698 0.226
H -0.137 0.070 -1.907 0.230
```

**E_tot**: -2884.17858 hartree
**HOMO (spin up / spin down)**: -0.3095 / -0.2745 Ha
**Energy above the lowest of the compared OMol25 structures with the same formula, charge and spin**: 100.8 kJ/mol
**HOMO-LUMO gap (spin up / spin down)**: 6.3 / 4.7 eV

***

Entry 7:
DFT (ωB97M-V/def2-TZVPD) results for a cluster of 5 separate species, CH11O4S in total.

Geometry as XYZ:
```
17
Properties=species:S:1:pos:R:3:lowdin_spin:R:1
C 2.961 -0.930 1.049 0.076
S 1.456 -1.593 0.139 0.800
H 3.179 0.067 0.621 0.024
H 2.599 -0.490 2.040 0.013
H 3.863 -1.501 1.038 -0.001
H -0.603 0.453 1.822 0.000
H -0.022 -0.441 0.725 0.005
O -0.895 -0.031 1.009 0.005
H 0.336 -0.280 -1.246 0.011
H 1.485 -0.155 -1.926 0.012
O 0.647 0.297 -1.959 0.053
H -2.970 -0.288 0.333 0.000
H -3.610 0.759 -0.677 0.000
O -3.753 0.248 0.122 0.000
H -1.186 1.440 -0.333 0.000
H -1.712 0.831 -1.598 0.000
O -1.775 1.614 -1.160 0.001
```

**E_tot**: -743.73600 hartree
**HOMO (spin up / spin down)**: -0.3707 / -0.3707 Ha
**Energy above the lowest of the compared OMol25 structures with the same formula, charge and spin**: 125.2 kJ/mol
**Multiplicity**: 2
**Expectation value of S²**: 0.75
**HOMO-LUMO gap (spin up / spin down)**: 10.2 / 6.6 eV

***

Q: Which value of E_tot does entry 6 give?
A: -2884.17858 hartree